No. 1
A molecular structure, C2H4N4OS at a distorted geometry, computed with ωB97M-V with the def2-TZVPD basis set.

The geometry in XYZ format:
```
12
Properties=species:S:1:pos:R:3:forces:R:3
C -0.520 -0.145 0.208 -2.483 -1.790 -0.651
C 0.941 -0.269 -1.507 -2.356 -0.622 -0.256
H -1.423 0.603 3.429 1.027 0.287 -0.791
H -1.848 -1.269 -1.207 0.769 1.267 1.379
H 1.999 -0.363 -3.019 -0.461 -0.748 -2.675
H 1.702 0.136 0.387 -1.833 0.115 -0.308
N -1.328 -0.003 1.239 2.588 0.269 -1.661
N -1.041 -0.653 -0.975 -1.305 -0.790 -1.557
N -0.156 -0.668 -2.052 0.939 0.163 1.104
N 0.819 0.043 -0.171 1.845 0.630 0.910
O 2.073 -0.147 -2.131 2.220 1.196 2.526
S -0.475 0.845 2.436 -0.951 0.023 1.983
```
Positions in Å, forces in eV/Å.

Summary:
2S+1 = 1
E_LUMO = 0.52 eV
electronic energy = -20980.3186 eV
largest force on an atom = 3.569 eV/A
energy above the lowest of the compared OMol25 structures with the same formula, charge and spin = 67.2 kJ/mol
HOMO-LUMO gap = 0.290 Ha

***

No. 2
C4H5NOS2 in the gas phase, computed with ωB97M-V with the def2-TZVPD basis set.

The geometry in XYZ format:
```
13
Properties=species:S:1:pos:R:3:forces:R:3
N -0.327 1.842 0.021 -0.760 -0.508 -0.059
C 0.373 0.708 -0.023 -0.163 -0.174 -0.074
C -0.142 -0.585 -0.079 -0.304 0.797 0.181
C -1.485 -0.965 -0.040 0.227 0.093 0.032
S -2.823 0.014 0.048 0.145 -0.036 -0.032
O 0.842 -1.550 -0.241 -0.054 -0.507 -0.301
C 2.037 -1.096 0.295 0.305 -0.031 0.256
S 2.123 0.706 -0.077 -0.070 -0.044 0.009
H 0.126 2.720 0.147 0.214 0.336 0.064
H -1.362 1.775 0.012 0.685 -0.118 0.008
H -1.619 -2.043 -0.067 -0.101 -0.069 -0.021
H 2.049 -1.224 1.386 0.042 0.080 -0.122
H 2.873 -1.629 -0.165 -0.167 0.183 0.060
```
Positions in Å, forces in eV/Å.

Summary:
2S+1 = 1
E_LUMO = -0.26 eV
electronic energy = -29436.1165 eV
largest force on an atom = 0.916 eV/A
energy above the lowest of the compared OMol25 structures with the same formula, charge and spin = 94.3 kJ/mol
SMILES = NC1=C(C=S)OCS1
HOMO-LUMO gap = 0.274 Ha

***

No. 3
A molecular structure, C32H53FeNP2 at a distorted geometry, computed with ωB97M-V with the def2-TZVPD basis set.

The geometry in XYZ format:
```
89
Properties=species:S:1:pos:R:3:forces:R:3
Fe -0.111 -0.627 0.080 -1.369 -1.517 6.324
C -0.858 -2.362 1.436 1.408 -0.154 0.105
C 0.443 -2.617 0.810 -0.336 0.843 1.140
C 0.745 -1.252 2.683 -0.044 -0.551 -0.602
C -0.627 -1.545 2.594 0.259 -0.417 -0.241
C 1.419 -1.870 1.591 -1.269 -0.959 0.801
C -2.087 -3.192 1.292 -0.388 -0.127 0.118
H -2.108 -3.784 0.375 -0.047 0.038 0.220
H -2.997 -2.576 1.328 0.134 -0.216 -0.035
H -2.134 -3.898 2.140 -0.074 0.190 -0.317
C -1.616 -1.254 3.670 -0.319 0.312 0.160
H -2.649 -1.382 3.331 0.221 0.004 0.097
H -1.513 -0.219 4.024 -0.066 -0.208 -0.068
H -1.475 -1.906 4.547 0.092 0.053 -0.291
C 1.407 -0.598 3.844 0.177 0.434 0.339
H 1.709 -1.310 4.634 -0.169 0.057 -0.400
H 0.742 0.132 4.323 0.207 -0.253 -0.190
H 2.316 -0.069 3.536 -0.123 -0.070 0.115
C 2.879 -2.139 1.649 0.530 0.121 -0.176
H 3.117 -2.702 2.568 -0.127 0.185 -0.282
H 3.463 -1.206 1.691 -0.061 -0.248 0.026
H 3.230 -2.733 0.800 -0.008 0.102 0.163
C 0.800 -3.817 0.001 0.256 -0.337 -0.234
H 1.323 -4.555 0.638 -0.200 0.236 -0.285
H 1.474 -3.570 -0.832 -0.146 -0.199 0.088
H -0.085 -4.314 -0.408 0.235 0.041 0.034
C -1.309 0.825 -3.621 -1.653 -0.699 -1.223
C -1.687 -0.483 -3.739 -1.200 2.079 -2.750
C -1.098 -1.358 -4.834 0.001 -0.392 -0.022
C 0.455 -1.368 -4.912 -1.079 0.112 -0.527
C 1.189 -0.896 -3.688 2.122 1.239 -1.065
C 1.695 0.383 -3.598 0.499 -1.883 -2.072
C 1.103 1.575 -4.281 -0.226 0.207 -0.582
C -0.423 1.529 -4.607 1.040 0.347 -0.079
H -1.495 -1.025 -5.810 0.011 -0.025 0.336
H 0.746 -0.766 -5.794 0.054 -0.213 0.567
H -1.457 -2.391 -4.719 -0.010 0.339 0.020
H -0.535 1.136 -5.630 -0.207 -0.169 0.490
H -1.861 1.499 -2.949 0.138 -0.459 -0.322
H -2.740 -0.759 -3.542 0.963 0.180 0.444
H -0.763 2.575 -4.661 0.065 -0.331 0.023
H 1.300 2.471 -3.674 0.009 -0.252 -0.007
H 2.749 0.559 -3.339 -0.920 -0.039 1.001
H 1.657 1.764 -5.220 -0.178 -0.018 0.268
H 0.782 -2.399 -5.143 -0.039 0.491 0.225
H 1.548 -1.702 -3.041 0.374 0.369 -0.297
P -1.876 -0.748 -1.160 -0.804 -0.826 0.734
C -3.401 0.225 -1.328 -0.523 0.102 -0.294
C -1.657 -2.361 -1.994 -0.124 -0.288 0.060
P 1.768 0.386 -0.471 1.297 0.874 -0.670
C 0.049 0.404 -1.401 1.510 0.641 -2.004
C 3.069 -0.767 -1.154 -0.076 0.045 -0.203
C 2.337 2.068 -0.879 0.048 0.471 -0.340
H -3.239 1.219 -0.888 0.090 -0.406 -0.010
H -4.190 -0.272 -0.737 0.337 0.176 -0.190
H -3.758 0.352 -2.357 0.120 -0.105 0.241
H -0.781 -2.335 -2.657 -0.360 -0.077 0.267
H -2.548 -2.640 -2.551 0.046 -0.063 -0.164
H -1.472 -3.120 -1.240 -0.061 0.133 0.027
H 2.331 2.201 -1.970 0.172 0.100 0.497
H 3.349 2.267 -0.493 -0.373 -0.236 -0.018
H 1.651 2.795 -0.429 0.154 -0.167 -0.182
H -0.329 1.416 -1.555 0.288 -0.209 0.168
H 0.094 -0.183 -2.320 0.118 0.879 0.731
H 3.897 -0.860 -0.434 -0.519 0.185 -0.134
H 3.499 -0.433 -2.102 -0.124 -0.155 0.349
H 2.634 -1.767 -1.295 0.210 0.347 0.152
C 2.278 3.693 3.679 0.051 -0.229 -0.370
N 0.981 3.108 3.457 -0.478 0.357 -0.245
C 0.358 2.662 4.686 0.142 0.144 0.202
C 0.834 2.351 2.221 0.699 -0.063 0.165
C -0.613 2.095 1.887 -0.149 0.997 -0.131
C -1.458 3.175 2.243 -0.260 -0.663 0.001
C -2.834 3.000 2.293 0.076 0.026 -0.330
C -3.345 1.738 1.974 -0.056 -0.207 0.177
C -2.488 0.717 1.544 -0.523 0.634 -0.421
C -1.118 0.926 1.308 -0.143 -0.270 1.088
H 3.031 2.934 3.960 0.086 0.139 0.008
H 2.206 4.423 4.489 0.102 -0.010 -0.087
H 2.617 4.199 2.760 -0.043 -0.106 0.352
H -0.626 2.196 4.528 0.388 0.150 -0.072
H 1.007 1.977 5.257 -0.158 -0.037 -0.017
H 0.215 3.553 5.321 -0.090 -0.316 -0.105
H 1.268 2.986 1.443 0.140 0.012 0.112
H 1.422 1.413 2.227 -0.243 0.112 -0.132
H -0.985 4.109 2.549 -0.208 -0.274 0.033
H -3.483 3.824 2.603 0.153 -0.344 -0.156
H -4.419 1.537 2.061 0.405 0.053 0.092
H -2.939 -0.265 1.381 0.140 0.231 -0.218
```
Positions in Å, forces in eV/Å.

Summary:
2S+1 = 6
E_LUMO (alpha / beta) = -2.82 / -3.79 eV
electronic energy = -88482.6701 eV
net charge = +1
largest force on an atom = 6.646 eV/A
energy above the lowest of the compared OMol25 structures with the same formula, charge and spin = 728.4 kJ/mol
⟨S²⟩ = 8.859
HOMO-LUMO gap (alpha / beta) = 0.243 / 0.227 Ha